No. 1
Density functional theory data (wB97M-V/def2-TZVPD) for a gas-phase ion, C7H15FNOS (charge +1) at a distorted geometry.

```
26
Properties=species:S:1:pos:R:3:forces:R:3
S 0.77060 1.02449 -2.03285 0.5 -0.5 -0.5
F -0.65335 1.78066 2.78188 3.1 -0.3 -2.2
O -2.16735 0.39353 0.44409 5.8 -4.1 -5.1
N -0.65164 -1.51362 0.40065 -0.4 1.6 -3.5
C -1.67766 -2.63414 0.50225 -0.7 -1.0 1.0
C 0.64491 -1.97245 -0.22685 0.8 0.8 0.4
C 0.58006 1.57728 1.95392 -0.6 -0.6 0.3
C -0.90884 0.26567 -1.77293 -1.9 -1.1 0.4
C 1.55271 1.71296 -0.48735 2.0 1.1 1.8
C -1.23186 -0.29005 -0.27071 -4.5 2.1 5.0
C 0.53883 2.47945 0.54799 -0.3 -0.9 1.2
H -2.73052 -2.30472 0.04951 2.4 -0.8 1.1
H 0.66667 0.41382 1.70192 -0.6 2.5 0.6
H -1.24815 -3.60705 -0.02183 -1.1 2.1 0.8
H 0.99214 -2.93079 0.34791 -0.7 1.8 -1.5
H 1.61393 -0.07202 -2.40306 -1.1 1.2 0.9
H 0.98454 3.53040 0.81027 -1.1 -2.0 -0.9
H 0.58475 -2.08604 -1.39011 0.1 -0.3 2.0
H 1.44619 -1.12996 -0.00980 -1.5 -1.8 -0.4
H -1.72812 1.08593 -2.04192 2.0 -1.6 0.9
H -0.58234 2.52301 0.15321 2.5 0.1 1.0
H -1.09110 -0.61185 -2.55934 0.9 1.9 1.6
H 1.51444 1.82698 2.62354 -2.0 -0.1 -1.3
H -1.77654 -2.90329 1.65635 -0.1 0.6 -2.6
H 2.34009 2.53784 -0.84291 -1.9 -2.0 0.2
H 2.21760 0.90399 0.08614 -1.7 1.5 -1.4
```
Forces are in eV/Å.

## Properties
**Relative energy (zero: lowest compared OMol25 entry of this formula, charge and spin)**: 534.8 kJ/mol
**2S+1**: 1
**Orbital gap**: 9.114 eV
**Strongest force on any atom**: 8.7 eV/A
**HOMO energy**: -0.486 hartree
**E_LUMO**: -4.105 eV
**E_tot**: -24579.82075 eV
**Net charge**: +1

Atomic partial charges in e from the Löwdin method, atoms 1 to 6:
1. S 1.05
2. F -0.12
3. O -0.01
4. N -0.20
5. C -0.07
6. C -0.11


No. 2
Density functional theory data (wB97M-V/def2-TZVPD) for a molecular structure, C7H15I2N at a distorted geometry.

```
25
Properties=species:S:1:pos:R:3:forces:R:3
I 0.07328 3.10487 -0.03214 -0.3 0.3 0.3
I 1.33420 2.10485 -3.34192 0.5 0.1 -0.2
N 0.74629 0.44541 -2.31618 1.6 0.8 1.2
C 0.57550 0.01164 2.18230 1.2 1.8 -0.7
C -1.30083 0.07358 0.41747 -1.6 -0.1 1.3
C -1.49034 -2.08254 -1.13226 -1.2 3.9 1.6
C 0.91681 1.24750 0.01982 0.5 -1.7 -1.2
C -2.01439 -1.26260 0.17293 1.8 -2.2 0.3
C 0.19840 0.05438 0.69168 0.5 -0.3 -2.0
C 2.43503 1.26123 0.03045 -1.6 0.6 1.8
H -3.08872 -1.23443 0.32296 -0.2 0.4 -0.5
H -0.16372 0.48092 -2.72036 -1.6 -0.5 0.3
H 0.24279 0.97824 2.62279 0.0 -0.7 0.0
H 1.66911 -0.05829 2.39052 -0.7 0.0 -0.5
H 0.14885 -0.81220 2.65858 -1.0 -1.2 0.9
H 0.49991 -0.86726 0.09570 0.6 1.1 1.0
H -1.66877 -1.91652 0.97051 -0.2 -0.3 0.5
H 2.86556 1.94509 -0.67084 0.2 0.7 0.0
H 2.81111 0.31609 -0.17992 0.5 -2.0 -0.6
H -1.92119 -3.05726 -1.15593 0.1 -0.6 -0.3
H -1.61935 0.63784 -0.41139 0.4 1.3 -1.3
H -1.74458 -1.40923 -1.96335 -0.1 -0.8 -0.3
H 2.72332 1.40570 1.10866 0.1 0.6 -1.0
H -1.79679 0.59834 1.25539 0.0 -0.3 -0.1
H -0.43147 -1.96534 -1.01548 0.6 -1.0 -0.4
```
Forces are in eV/Å.

## Properties
**Relative energy (zero: lowest compared OMol25 entry of this formula, charge and spin)**: 471.3 kJ/mol
**2S+1**: 1
**Orbital gap (spin up / spin down)**: 6.971 / 8.253 eV
**Strongest force on any atom**: 4.4 eV/A
**HOMO energy (spin up / spin down)**: -0.283 / -0.310 hartree
**E_LUMO (spin up / spin down)**: -0.723 / -0.188 eV
**E_tot**: -25189.50791 eV

Atomic partial charges in e from the Löwdin method, atoms 1 to 6:
1. I 0.94
2. I 0.65
3. N -0.50
4. C -0.05
5. C -0.26
6. C -0.06


No. 3
Density functional theory data (wB97M-V/def2-TZVPD) for a molecular structure, C7H15N at a distorted geometry.

```
23
Properties=species:S:1:pos:R:3:forces:R:3
N -1.65849 -0.64480 -0.33991 -1.5 -0.3 2.4
C -2.81292 0.12697 0.10014 -2.3 0.8 0.3
C -1.28889 -1.62084 0.74524 0.6 0.8 -0.4
C 1.64494 0.96341 -0.09256 -3.8 2.6 1.0
C 2.01966 -0.34264 0.53669 0.0 0.1 -1.4
C -0.59878 0.23056 -0.84653 -0.8 -1.8 -1.8
C 3.21888 -0.16866 -0.21308 3.0 -2.3 0.6
C -0.04496 1.34232 -0.02826 1.8 -0.3 1.1
H -1.05154 0.55196 -1.79746 0.3 0.5 0.0
H -1.14851 -1.08740 1.81256 -0.3 -1.2 -2.1
H 2.14386 1.86005 0.38067 -0.3 -0.5 -0.7
H 1.75057 0.96114 -1.20566 0.1 0.1 0.9
H 2.10391 -0.59553 1.61714 -0.1 1.0 -0.6
H 4.14019 0.09190 0.28446 0.8 -0.2 0.1
H -3.08432 0.89068 -0.69932 0.2 -1.1 0.7
H -2.72604 0.77170 1.02941 0.7 -0.6 -0.6
H -3.80319 -0.47378 0.39224 2.1 0.6 -1.1
H -0.26906 1.11223 1.05928 -0.1 1.0 -1.1
H -2.19638 -2.33025 0.75463 1.7 0.7 0.4
H 0.14518 -0.56304 -1.15005 0.0 1.2 0.4
H 3.29158 -0.20929 -1.29268 -0.1 0.0 0.0
H -0.26131 2.40090 -0.42297 0.1 -1.5 0.9
H -0.25298 -2.05443 0.40723 -2.0 0.4 1.0
```
Forces are in eV/Å.

## Properties
**Relative energy (zero: lowest compared OMol25 entry of this formula, charge and spin)**: 430.6 kJ/mol
**2S+1**: 2
**Orbital gap (spin up / spin down)**: 4.027 / 5.597 eV
**Strongest force on any atom**: 4.7 eV/A
**HOMO energy (spin up / spin down)**: -0.007 / -0.064 hartree
**E_LUMO (spin up / spin down)**: 3.846 / 3.843 eV
**E_tot**: -8986.09334 eV
**Net charge**: -1

Atomic partial charges in e from the Löwdin method, atoms 1 to 6:
1. N -0.31
2. C -0.20
3. C -0.13
4. C -0.37
5. C -0.31
6. C -0.33


No. 4
Density functional theory data (wB97M-V/def2-TZVPD) for 2 unconnected molecules or ions with the total composition C7H15N at a distorted geometry.

```
23
Properties=species:S:1:pos:R:3:forces:R:3
N -0.60226 0.46815 -0.64695 0.7 -0.5 2.5
C 0.66090 -3.24856 0.63251 1.3 -1.3 0.4
C -1.36396 1.66378 -0.48474 -1.8 1.8 -0.2
C -2.43764 1.66047 0.75385 2.2 0.4 -0.4
C 1.55923 1.48723 -0.29059 0.2 0.6 -1.4
C 0.58590 0.35272 -0.02828 0.3 0.5 -7.3
C 0.38742 -2.12137 -0.00900 -0.3 -1.4 0.2
C 1.28379 -1.00198 -0.33862 -0.7 0.5 -0.7
H 1.65916 -3.52770 1.05725 -0.8 0.7 -0.4
H 0.96481 2.38094 -0.46151 0.4 0.5 1.0
H -0.01208 -4.12052 0.68280 -0.1 0.9 0.0
H 2.42797 1.56681 0.37625 -0.5 0.2 0.0
H -1.89132 1.83223 1.73346 -0.8 -0.4 -1.1
H 1.92448 1.40753 -1.36871 -0.1 -0.7 1.4
H 0.58905 0.59232 2.01220 -0.2 -0.8 -1.2
H -0.60800 -2.06147 -0.42309 -0.1 0.3 -0.1
H 0.41860 0.26966 1.15397 -0.3 0.6 5.1
H -1.99509 1.82834 -1.38459 0.2 -0.7 0.3
H -3.00656 0.73354 0.74706 0.1 0.0 0.1
H -3.09448 2.52195 0.58422 0.1 -0.3 0.1
H 2.29485 -1.04493 0.06363 -0.1 -0.1 0.2
H -0.85757 2.67321 -0.47603 0.1 -1.0 0.5
H 1.34561 -0.98342 -1.46093 0.2 0.1 0.9
```
Forces are in eV/Å.

## Properties
**Relative energy (zero: lowest compared OMol25 entry of this formula, charge and spin)**: 530.8 kJ/mol
**2S+1**: 1
**Orbital gap**: 8.027 eV
**Strongest force on any atom**: 7.3 eV/A
**HOMO energy**: -0.313 hartree
**E_LUMO**: -0.478 eV
**E_tot**: -8986.98871 eV

Atomic partial charges in e from the Löwdin method, atoms 1 to 6:
1. N 0.05
2. C -0.01
3. C -0.29
4. C -0.07
5. C -0.06
6. C -0.56


No. 5
Density functional theory data (wB97M-V/def2-TZVPD) for 2 unconnected molecules or ions with the total composition C7H15N at a distorted geometry.

```
23
Properties=species:S:1:pos:R:3:forces:R:3
N -0.35618 0.02867 1.54384 -2.4 0.2 -1.9
C 0.31590 0.01988 -1.41226 2.9 0.1 0.8
C -1.91800 1.31630 0.22041 0.6 0.0 -0.6
C 1.96945 -1.21423 -0.00554 -0.4 -0.1 0.4
C -1.98865 -1.23740 0.19688 0.4 0.0 -0.6
C 1.93863 1.32585 -0.01702 -0.4 0.0 0.4
C -1.21784 0.01715 0.51957 0.4 -0.2 5.5
C 1.25676 0.04570 -0.39261 -0.4 0.0 -4.3
H 2.26360 1.30500 1.02419 0.0 0.1 0.0
H 2.82013 1.45366 -0.65677 -0.1 -0.1 0.1
H 2.30160 -1.18101 1.03387 0.0 -0.1 0.0
H 1.34081 -2.09506 -0.15341 0.0 0.0 0.0
H 0.10486 -0.91224 -1.92371 -0.3 0.0 0.2
H 2.85006 -1.32803 -0.64884 -0.1 0.1 0.1
H -2.69290 1.46220 0.98051 0.1 -0.1 -0.1
H -2.73347 -1.39727 0.98442 0.1 0.1 -0.1
H 0.05850 0.93651 -1.92967 -0.3 0.0 0.2
H 1.28499 2.18703 -0.16391 0.1 0.0 0.0
H -1.22192 2.15291 0.29043 -0.1 0.0 0.0
H -2.38919 1.29597 -0.76358 0.0 0.1 0.0
H -2.49933 -1.15343 -0.76416 0.0 -0.1 0.0
H -1.32228 -2.10227 0.18440 -0.1 0.0 0.0
H -0.16553 -0.92588 1.85297 0.0 0.0 -0.2
```
Forces are in eV/Å.

## Properties
**Relative energy (zero: lowest compared OMol25 entry of this formula, charge and spin)**: 220.9 kJ/mol
**2S+1**: 1
**Orbital gap**: 8.704 eV
**Strongest force on any atom**: 5.5 eV/A
**HOMO energy**: -0.291 hartree
**E_LUMO**: 0.783 eV
**E_tot**: -8990.19991 eV
**SMILES**: C=C(C)C.CC(C)=N

Atomic partial charges in e from the Löwdin method, atoms 1 to 6:
1. N 0.08
2. C -0.02
3. C -0.06
4. C -0.07
5. C -0.06
6. C -0.07


No. 6
Density functional theory data (wB97M-V/def2-TZVPD) for 3 unconnected molecules or ions with the total composition C7H15N at a distorted geometry.

```
23
Properties=species:S:1:pos:R:3:forces:R:3
N 2.43261 0.97290 -0.29230 -0.4 -0.2 -0.2
C -0.48753 -0.00298 -0.83523 -3.6 -0.2 -2.0
C 1.51849 0.73271 0.74594 -1.0 0.4 0.8
C 1.87263 -0.42741 1.62706 0.1 -0.1 0.1
C -0.74146 0.51359 0.39081 3.1 0.3 1.8
C -1.44085 0.83926 1.44639 0.2 -0.1 -0.3
C -0.08011 -1.43512 -1.04616 -0.1 0.0 0.0
C -2.70340 0.06185 -1.42908 1.5 -0.3 -0.3
H 2.82972 -0.26619 2.14670 -0.1 0.0 -0.1
H -3.19672 -0.73496 -0.87855 0.1 0.0 0.0
H 1.97357 -1.35570 1.05504 0.0 0.1 0.0
H 2.18396 1.73426 -0.90965 0.1 -0.1 0.0
H -3.12056 1.04839 -1.24572 0.2 0.0 0.1
H 1.29103 1.65359 1.27612 0.1 0.0 0.1
H -2.58135 -0.15746 -2.48719 -0.2 0.0 0.0
H 2.70284 0.15042 -0.81731 -0.1 0.1 0.0
H -0.16003 0.69978 -1.59726 0.1 0.0 0.1
H -0.35524 -2.06065 -0.19682 0.0 0.1 0.0
H -2.52380 0.79535 1.44312 -0.1 0.0 0.0
H -0.95286 1.16339 2.36065 0.0 0.1 0.0
H -0.56939 -1.83204 -1.93854 0.1 0.0 0.1
H 0.99965 -1.50912 -1.20787 0.0 0.0 0.1
H 1.10883 -0.58388 2.38987 0.0 0.0 -0.1
```
Forces are in eV/Å.

## Properties
**Relative energy (zero: lowest compared OMol25 entry of this formula, charge and spin)**: 565.6 kJ/mol
**2S+1**: 1
**Orbital gap (spin up / spin down)**: 7.390 / 7.063 eV
**Strongest force on any atom**: 4.1 eV/A
**HOMO energy (spin up / spin down)**: -0.237 / -0.224 hartree
**E_LUMO (spin up / spin down)**: 0.947 / 0.966 eV
**E_tot**: -8986.62784 eV

Atomic partial charges in e from the Löwdin method, atoms 1 to 6:
1. N 0.04
2. C -0.25
3. C -0.31
4. C -0.11
5. C -0.19
6. C 0.02